1.
# C48H35F4N8O9P2Se2Ta

A molecular structure, C48H35F4N8O9P2Se2Ta at a distorted geometry (wB97M-V/def2-TZVPD, the OMol25 dataset).

The spin multiplicity is 1. Its frontier orbital gap is 6.3 eV.

Element x y z (Å)
Ta (-0.2580, -1.5181, -0.1374)
O (0.6088, -3.0892, -6.0616)
C (0.3487, -2.7281, -4.7986)
C (-0.6453, -1.7996, -4.4717)
C (-0.8302, -1.4873, -3.1555)
N (-0.0993, -2.0616, -2.2053)
C (0.8877, -2.9182, -2.5147)
C (1.1448, -3.2902, -3.7974)
C (1.7321, -3.2639, -1.3101)
O (2.4194, -4.2416, -1.2783)
O (1.5622, -2.3452, -0.3564)
C (-1.7171, -0.3910, -2.6179)
O (-2.4782, 0.2072, -3.3472)
O (-1.4985, -0.1716, -1.3553)
H (0.0383, -2.6170, -6.6754)
H (-1.2410, -1.2932, -5.2217)
H (1.9488, -3.9764, -4.0286)
Se (5.8185, 2.2441, -2.0226)
P (4.0671, 2.7762, -1.0193)
C (4.2546, 2.5985, 0.7809)
C (4.3342, 1.2910, 1.2679)
C (4.6277, 1.0611, 2.6027)
C (4.8631, 2.1338, 3.4565)
C (4.7985, 3.4316, 2.9734)
C (4.4913, 3.6682, 1.6375)
C (3.5405, 4.4641, -1.4137)
C (4.4137, 5.5292, -1.1820)
C (4.0598, 6.8137, -1.5692)
C (2.8487, 7.0413, -2.2148)
C (2.0055, 5.9773, -2.5022)
C (2.3549, 4.6905, -2.1065)
C (2.6416, 1.6873, -1.3321)
C (1.5243, 1.3170, -0.5973)
N (1.0823, 0.1535, -1.1236)
N (1.8685, -0.1686, -2.1524)
N (2.8069, 0.7317, -2.2856)
P (0.4611, 1.8798, 0.7072)
Se (-0.0306, 0.0903, 1.8699)
C (-1.0537, 2.5344, -0.0177)
C (-0.9815, 3.4020, -1.1024)
C (-2.1440, 3.8561, -1.7026)
C (-3.3805, 3.4393, -1.2278)
C (-3.4544, 2.5845, -0.1387)
C (-2.2934, 2.1316, 0.4711)
C (1.1831, 3.1731, 1.7191)
C (1.3610, 4.4420, 1.1692)
C (1.8746, 5.4627, 1.9517)
C (2.2082, 5.2198, 3.2784)
C (2.0312, 3.9575, 3.8254)
C (1.5169, 2.9284, 3.0501)
H (4.1858, 0.4538, 0.5933)
H (4.6872, 0.0443, 2.9724)
H (5.1086, 1.9539, 4.4975)
H (4.9893, 4.2675, 3.6370)
H (4.4301, 4.6845, 1.2703)
H (5.3800, 5.3405, -0.7281)
H (4.7393, 7.6380, -1.3844)
H (2.5778, 8.0448, -2.5228)
H (1.0828, 6.1436, -3.0476)
H (1.7256, 3.8483, -2.3653)
H (-0.0238, 3.7083, -1.5004)
H (-2.0842, 4.5258, -2.5520)
H (-4.2878, 3.7756, -1.7176)
H (-4.4168, 2.2509, 0.2322)
H (-2.3568, 1.4499, 1.3079)
H (1.0981, 4.6420, 0.1392)
H (2.0116, 6.4479, 1.5210)
H (2.6155, 6.0198, 3.8867)
H (2.2943, 3.7700, 4.8606)
H (1.3688, 1.9437, 3.4699)
N (-1.9574, -1.3013, 4.7636)
N (-2.2175, -1.4288, 3.3311)
H (-2.0724, -0.3196, 4.9742)
H (-0.9689, -1.4811, 4.8743)
H (-3.2073, -1.2636, 3.2082)
H (-2.0756, -2.4040, 3.1049)
F (0.1849, -7.9693, -2.2577)
C (0.8893, -7.4528, -1.2500)
C (0.2982, -6.7248, -0.3114)
N (1.0038, -6.1792, 0.7519)
C (0.3603, -5.2430, 1.6558)
C (-0.0600, -3.9489, 0.9918)
O (0.0142, -2.8570, 1.6468)
O (-0.5025, -3.9137, -0.1848)
C (2.3850, -6.3299, 0.8595)
O (3.0366, -5.8357, 1.7559)
N (2.9345, -7.1425, -0.1090)
C (2.3207, -7.7073, -1.2299)
O (2.9462, -8.3408, -2.0469)
H (-0.7616, -6.5222, -0.3466)
H (1.0634, -5.0112, 2.4428)
H (-0.5315, -5.7018, 2.0842)
H (3.9387, -7.2119, -0.0830)
F (-9.8133, -1.4858, -0.4339)
C (-9.2304, -2.1685, 0.5661)
F (-9.7220, -3.4228, 0.5441)
F (-9.6366, -1.6122, 1.7276)
C (-7.7336, -2.1642, 0.4597)
C (-7.0019, -2.8456, 1.4246)
C (-5.6192, -2.8339, 1.3759)
C (-4.9574, -2.1321, 0.3646)
C (-5.7055, -1.4585, -0.6053)
C (-7.0918, -1.4766, -0.5571)
C (-3.5224, -2.0690, 0.3149)
C (-2.3170, -1.9290, 0.2704)
H (-7.5183, -3.3795, 2.2138)
H (-5.0419, -3.3675, 2.1219)
H (-5.1869, -0.9228, -1.3931)
H (-7.6714, -0.9527, -1.3066)

2.
# C4H10O

2 unconnected molecules or ions with the total composition C4H10O at a distorted geometry (wB97M-V/def2-TZVPD, the OMol25 dataset).

The spin multiplicity is 1. As for the structure (SMILES): C=O.CCC. Its frontier orbital gap is 11.0 eV.

Element x y z (Å)
C (-1.2510, -2.5565, 0.0447)
O (-1.1565, -2.3349, -1.1237)
H (-2.1360, -2.3906, 0.6871)
H (-0.4888, -3.0577, 0.6780)
C (1.3736, 0.0954, 0.1842)
C (0.5719, 1.3894, 0.4609)
C (-0.5576, 1.5706, -0.5494)
H (1.5201, -0.0218, -0.8897)
H (2.4136, 0.0880, 0.5348)
H (0.9434, -0.8121, 0.6021)
H (0.1458, 1.2361, 1.4481)
H (1.3269, 2.1729, 0.4695)
H (-1.4852, 2.0619, -0.2464)
H (-0.9066, 0.5530, -0.7783)
H (-0.3136, 2.0064, -1.5219)

3.
# C18H24N4O3

A molecular structure, C18H24N4O3 at a distorted geometry (wB97M-V/def2-TZVPD, the OMol25 dataset).

The spin multiplicity is 1. Its frontier orbital gap is 6.6 eV.

Element x y z (Å)
C (-2.2021, -3.2622, -0.8475)
H (-1.2855, -3.1444, -0.6045)
H (-2.4514, -2.8133, -1.8952)
H (-2.4118, -4.2651, -1.1396)
C (-3.2398, -2.5722, 0.0828)
N (-2.7930, -1.3106, 0.6897)
C (-3.5897, -0.9519, 1.9426)
C (-5.1590, -1.1346, 1.3221)
C (-5.4574, -2.5344, 0.8430)
C (-4.6470, -2.8933, -0.2231)
H (-4.6871, -2.4246, -1.1304)
H (-4.6669, -3.9667, -0.6790)
H (-6.6564, -2.4368, 0.6024)
H (-5.3120, -3.3701, 1.7651)
H (-5.4428, -0.3731, 0.5613)
H (-5.6569, -0.8942, 2.4648)
H (-3.4818, 0.0599, 2.1958)
H (-3.3854, -1.7162, 2.6527)
C (-2.8364, -0.4888, -0.4877)
H (-3.2496, 0.4585, 0.0262)
C (-1.3001, 0.1032, -0.7744)
C (-0.4790, 0.5174, 0.6896)
N (0.7968, 0.7819, 0.3778)
C (1.3381, 2.0749, 0.4982)
O (0.5348, 3.0351, 0.3344)
C (2.5926, 2.2356, 0.0319)
C (3.1376, 3.7444, 0.1162)
N (4.5251, 3.6649, -0.2899)
C (5.3709, 2.8516, -0.4080)
N (4.8173, 1.5120, -0.4880)
C (5.7132, 0.4039, -0.9728)
C (6.9919, 0.7826, -1.2879)
C (7.4878, 1.9862, -1.1188)
C (6.6248, 3.1852, -0.7920)
H (6.9819, 4.1570, -0.7379)
H (8.5808, 2.0236, -1.3730)
H (7.5881, -0.0819, -1.5866)
H (5.2963, -0.5636, -0.6557)
C (3.5151, 1.1447, -0.2884)
O (3.3268, -0.0885, -0.3204)
O (2.4319, 4.6342, 0.5324)
H (1.7545, 4.2388, 0.7141)
H (1.4481, 0.2101, 0.1374)
H (-1.1425, 1.6474, 0.9778)
H (-0.6366, -0.1614, 1.2703)
H (-0.9166, -0.7991, -1.0299)
H (-1.4227, 0.8841, -1.3722)
H (-3.3921, -0.6308, -1.2493)
H (-2.9532, -3.4594, 0.9238)

4.
# C5H6N3O3RhS

A molecular structure, C5H6N3O3RhS at a distorted geometry (wB97M-V/def2-TZVPD, the OMol25 dataset).

The spin multiplicity is 1. Its frontier orbital gap (spin up / spin down) is 6.5 / 6.4 eV.

Element x y z (Å)
Rh (-0.4428, -0.6182, -0.7137)
N (0.7814, -1.3820, 0.7568)
C (0.5995, -0.4907, 1.9292)
C (0.5591, 0.9495, 1.4173)
O (1.0858, 1.8873, 1.9630)
N (-0.1614, 1.0165, 0.2450)
C (-0.0084, 2.1556, -0.6216)
C (0.8701, 1.6471, -1.7741)
O (1.5465, 2.3697, -2.4472)
O (0.7700, 0.3383, -1.9401)
H (0.5681, -2.3535, 0.9641)
H (1.7377, -1.3384, 0.4116)
H (1.3842, -0.6013, 2.6747)
H (-0.3638, -0.7354, 2.3776)
H (0.4213, 3.0189, -0.1202)
H (-0.9666, 2.4182, -1.0777)
S (-4.0858, -3.4097, -1.5038)
C (-2.6799, -2.6910, -1.3306)
N (-1.6151, -2.1809, -1.2102)

spin multiplicity of number 3 (C18H24N4O3)? 1

What is the formula in the first record? C48H35F4N8O9P2Se2Ta